Record 1
This record from OMol25 describes C24H71CrHgO16S as an isolated structure at a distorted geometry. The level of theory is the ωB97M-V functional and the def2-TZVPD basis.

Each line ends with the Mulliken spin population.
Atoms and positions in Å:
Hg  -0.7748  2.1349  1.9201  -0.003
Cr  0.4104  -2.4722  -1.0991  3.942
C  1.9524  2.1707  4.1587  0.000
C  0.6658  2.7413  4.7404  0.000
O  -0.2751  3.1330  3.8016  0.000
H  2.5321  2.8994  3.5871  0.000
H  1.7439  1.3216  3.5078  0.000
H  2.5933  1.8538  4.9870  0.000
H  0.9389  3.5460  5.4415  0.000
H  0.2475  1.9851  5.4295  0.000
S  -0.2026  -0.3392  0.4675  0.009
O  0.5382  -0.3488  -0.8213  -0.013
O  0.5748  0.2809  1.5410  0.020
O  -1.4131  0.4934  0.3649  -0.002
O  -0.4337  -1.7988  0.6518  -0.089
C  -4.1986  -4.5878  1.7583  0.001
C  -2.7021  -4.4101  1.6654  0.001
O  -2.4296  -3.0481  1.9808  -0.002
H  -4.7315  -3.9913  1.0140  0.000
H  -4.5966  -4.2428  2.7137  0.000
H  -4.5142  -5.6211  1.5988  0.000
H  -2.4066  -4.6057  0.6234  0.005
H  -2.1476  -5.1031  2.3038  0.001
H  -1.6742  -2.7414  1.4584  0.019
C  -1.3189  4.9948  -1.0795  0.000
C  -1.9500  3.6527  -0.7399  0.000
O  -2.2133  3.5740  0.6859  0.000
H  -2.0898  5.7622  -1.1884  0.000
H  -0.7635  4.9219  -2.0142  0.000
H  -0.6886  5.3500  -0.2659  0.000
H  -1.2942  2.8282  -1.0099  0.000
H  -2.9014  3.5428  -1.2648  0.000
H  -2.9215  4.2076  0.8404  0.000
C  0.0727  1.6024  -4.0104  0.001
C  1.3546  2.1365  -3.3747  0.001
O  1.3301  1.9717  -1.9677  0.008
H  -0.7509  2.2269  -3.6610  0.000
H  -0.1334  0.5770  -3.6935  0.003
H  0.1363  1.6601  -5.0972  0.000
H  1.4564  3.1951  -3.6097  0.000
H  2.2261  1.6181  -3.7990  0.000
H  1.1395  1.0420  -1.7477  0.009
C  3.9638  0.5016  1.4603  0.001
C  4.6431  0.7475  0.1258  0.000
O  4.0237  -0.0992  -0.8529  0.001
H  4.1521  -0.5332  1.7480  0.000
H  2.8975  0.6711  1.3195  0.000
H  4.3545  1.1551  2.2370  0.000
H  5.7227  0.5889  0.2142  0.000
H  4.5533  1.8019  -0.1575  0.000
H  4.2795  0.2318  -1.7192  0.000
C  -5.0518  1.6292  3.0210  0.000
C  -3.6894  2.1504  3.4445  0.000
O  -2.6632  1.2404  2.9890  0.000
H  -5.0983  1.4819  1.9432  0.000
H  -5.8189  2.3319  3.3515  0.000
H  -5.2745  0.6833  3.5207  0.000
H  -3.5927  2.2296  4.5279  0.000
H  -3.5381  3.1473  3.0373  0.000
H  -2.9100  0.3969  3.3861  0.000
C  -2.6168  -2.0627  -4.2980  0.001
C  -2.1597  -2.8325  -3.0824  0.006
O  -1.3102  -1.9776  -2.2801  -0.020
H  -3.2164  -2.6626  -4.9840  0.000
H  -1.7709  -1.7537  -4.9168  0.001
H  -3.1756  -1.1816  -3.9842  0.000
H  -1.5352  -3.6830  -3.3561  0.007
H  -3.0002  -3.1663  -2.4733  -0.002
H  -1.7195  -1.0826  -2.2310  0.018
C  2.5389  4.8649  -0.0477  0.000
C  2.0931  3.9202  1.0558  0.000
O  0.9913  3.1216  0.5963  0.001
H  1.7919  5.5937  -0.3601  0.000
H  2.8985  4.3198  -0.9250  0.000
H  3.4142  5.4262  0.2925  0.000
H  1.7516  4.4299  1.9526  0.000
H  2.9711  3.3030  1.2700  0.000
H  1.2253  2.8304  -0.3040  -0.002
C  1.7849  -1.5782  -5.0642  -0.002
C  2.1036  -1.7467  -3.5830  -0.013
O  1.3958  -2.8461  -2.9935  0.000
H  2.0755  -2.4473  -5.6514  0.000
H  2.2778  -0.6597  -5.3880  0.000
H  0.7231  -1.3773  -5.2257  0.001
H  1.8180  -0.8330  -3.0693  0.025
H  3.1818  -1.9193  -3.5681  -0.001
H  1.6248  -3.6838  -3.4072  0.013
C  4.3507  -3.6511  -1.4216  -0.005
C  3.4240  -3.3836  -0.2462  0.006
O  2.5023  -2.2973  -0.5064  0.026
H  5.0659  -4.4178  -1.1205  0.000
H  4.8703  -2.7623  -1.7730  0.000
H  3.7725  -4.1036  -2.2306  0.005
H  4.0063  -3.1278  0.6393  0.010
H  2.8115  -4.2648  -0.0591  -0.016
H  3.0810  -1.5150  -0.6650  0.023
C  1.7553  -3.3514  4.5207  0.000
C  1.9108  -2.6602  3.1806  -0.002
O  2.1211  -1.2706  3.4422  -0.001
H  2.6649  -3.1911  5.1066  0.000
H  1.6231  -4.4332  4.4564  0.000
H  0.9590  -2.9391  5.1391  0.000
H  0.9770  -2.7719  2.6234  0.008
H  2.7943  -3.0362  2.6561  0.001
H  1.6127  -0.7678  2.7917  -0.001
C  -4.8035  -0.8123  -0.9866  0.000
C  -4.2117  0.5162  -1.4156  0.000
O  -2.8392  0.3004  -1.8068  0.000
H  -4.6958  -1.5191  -1.8121  0.000
H  -5.8587  -0.7182  -0.7265  0.000
H  -4.2673  -1.2546  -0.1438  0.000
H  -4.1690  1.2846  -0.6420  0.000
H  -4.7014  0.8700  -2.3229  0.000
H  -2.2533  0.4916  -1.0466  0.000

Its spin multiplicity is 5. As for the maximum force: 3.00 eV/A. Its expectation value of S² is 6.007. The gap between HOMO and LUMO (alpha / beta) comes out at 7.1 / 6.7 eV. Its net charge is +1. The value obtained for the LUMO energy (alpha / beta) is -0.100 / -0.114 Eh.

=====

Record 2
This record from OMol25 describes a 2-piece molecular cluster, C5H12O overall at a distorted geometry. The level of theory is the ωB97M-V functional and the def2-TZVPD basis.

Each line ends with the natural charge from an NBO analysis.
Atoms and positions in Å:
C  1.8954  -0.3166  -0.4912  -0.306
O  1.2251  -0.0711  0.7115  -0.505
C  -0.0968  -0.1256  0.5481  0.486
C  -0.2803  1.1405  -1.2581  -0.837
C  -0.6872  -1.4189  0.0295  -0.707
C  -0.8428  0.5695  1.6593  -0.686
H  1.0871  0.3334  -1.1636  0.230
H  1.8558  -1.3771  -0.7803  0.164
H  2.9376  -0.0051  -0.3470  0.191
H  0.0771  1.3594  -2.2965  0.218
H  -1.2982  0.7940  -1.3721  0.191
H  -0.2160  2.0844  -0.7218  0.200
H  -0.3385  -1.6241  -0.9833  0.228
H  -0.4145  -2.2759  0.6660  0.223
H  -1.7775  -1.3402  0.0147  0.225
H  -1.2113  -0.1137  2.4410  0.222
H  -0.2024  1.3230  2.1263  0.233
H  -1.7127  1.0640  1.2175  0.230

As for the maximum force: 2.33 eV/A. Its relative energy (zero: lowest compared OMol25 entry of this formula, charge and spin) is 90.6 kcal/mol. The gap between HOMO and LUMO comes out at 9.1 eV. Its net charge is 0. The value obtained for the LUMO energy is 0.035 Eh.

=====

Record 3
This record from OMol25 describes a 2-piece molecular cluster, C29H45Si overall at a distorted geometry. The level of theory is the ωB97M-V functional and the def2-TZVPD basis.

Each line ends with the Löwdin charge.
Atoms and positions in Å:
C  -1.8746  -2.6389  -1.0743  -0.083
C  -0.5365  -2.1625  -1.5418  -0.182
C  0.3849  -3.1810  -1.7417  -0.086
C  1.3306  -3.3497  -2.8900  -0.212
Si  3.1775  -3.3210  -2.3043  0.528
C  4.2917  -4.1949  -3.5597  -0.181
C  3.6169  -1.5131  -2.3504  -0.176
C  3.3702  -4.0539  -0.5969  -0.168
H  -2.6829  -1.9390  -1.2902  0.087
H  -2.1409  -3.5940  -1.5419  0.094
H  -1.8255  -2.8079  0.0058  0.087
H  -0.4348  -1.2883  -2.1845  0.078
H  0.3591  -4.0465  -1.0543  0.127
H  1.2018  -4.3401  -3.3727  0.102
H  1.2350  -2.5786  -3.6681  0.089
H  5.3381  -3.8965  -3.3759  0.042
H  4.2294  -5.2910  -3.4830  0.035
H  4.0273  -3.8949  -4.5860  0.038
H  4.1920  -1.2195  -1.4683  0.031
H  4.2293  -1.3123  -3.2371  0.046
H  2.7126  -0.8975  -2.4197  0.015
H  4.1532  -3.5074  -0.0543  0.040
H  2.4394  -3.9862  -0.0194  0.020
H  3.6710  -5.1091  -0.6525  0.041
C  0.7014  4.2145  5.2552  -0.047
C  0.7377  3.2996  4.0699  -0.264
C  0.7637  3.8085  2.7769  -0.011
C  0.8435  2.9908  1.6510  -0.201
C  0.8430  3.7388  0.3354  -0.050
C  0.9203  1.5915  1.8073  -0.103
C  1.2892  0.6151  0.6553  -0.280
C  2.6992  0.9180  0.1597  -0.032
C  0.2713  0.5784  -0.5155  -0.114
C  -0.9088  -0.3348  -0.3266  0.010
C  -2.2246  0.2704  -0.4694  -0.142
C  -3.1485  0.2281  0.6253  -0.169
C  -2.7531  -0.2993  1.9689  -0.022
C  -4.4565  0.6949  0.4476  0.018
C  -4.8694  1.2823  -0.7477  -0.227
C  -6.2617  1.7955  -0.9231  -0.032
C  -3.9450  1.3725  -1.8026  0.019
C  -2.6361  0.8999  -1.6844  -0.176
C  -1.7363  1.0678  -2.8742  -0.019
C  0.8017  1.0659  3.1123  -0.219
C  0.8249  -0.4209  3.3479  -0.051
C  0.7132  1.9176  4.2213  0.000
H  0.6597  3.6334  6.1773  0.076
H  1.5960  4.8486  5.2952  0.089
H  -0.1654  4.8888  5.2241  0.089
H  0.7651  4.8927  2.6367  0.126
H  1.4567  3.3066  -0.4679  0.065
H  -0.1860  3.8944  -0.0472  0.092
H  1.2265  4.7619  0.5233  0.088
H  1.3385  -0.3997  1.0675  0.110
H  3.4005  0.7402  0.9869  0.103
H  2.9926  0.2498  -0.6664  0.042
H  2.7935  1.9620  -0.1549  0.075
H  -0.1010  1.5920  -0.7403  0.107
H  0.7781  0.2595  -1.4445  0.120
H  -0.7746  -1.0507  0.4946  0.110
H  -3.5923  -0.1642  2.6537  0.089
H  -2.4961  -1.3677  1.9482  0.090
H  -1.9016  0.2485  2.3942  0.082
H  -5.1719  0.5720  1.2706  0.134
H  -6.4040  2.1733  -1.9375  0.082
H  -6.9945  0.9950  -0.7632  0.097
H  -6.5000  2.5965  -0.2116  0.098
H  -4.2661  1.7802  -2.7480  0.119
H  -2.3512  1.2849  -3.7550  0.092
H  -1.0511  1.9230  -2.7594  0.100
H  -1.1383  0.1723  -3.1008  0.074
H  0.7126  -0.6268  4.4208  0.085
H  -0.0048  -0.9413  2.8354  0.064
H  1.7792  -0.8758  3.0248  0.092
H  0.6657  1.4790  5.2139  0.116

As for the maximum force: 2.98 eV/A. Its relative energy (zero: lowest compared OMol25 entry of this formula, charge and spin) is 39.1 kcal/mol. The gap between HOMO and LUMO comes out at 5.9 eV. Its net charge is +1. The value obtained for the LUMO energy is -0.184 Eh.

=====

Record 4
This record from OMol25 describes C30H32Cl2N2PRhS as an isolated structure. The level of theory is the ωB97M-V functional and the def2-TZVPD basis.

Each line ends with the natural charge from an NBO analysis.
Atoms and positions in Å:
Rh  1.1072  0.5421  0.6328  0.751
Cl  1.6916  2.2781  2.3147  0.094
C  2.6969  1.2946  3.3689  0.001
C  2.8925  1.7607  4.6311  -0.229
C  3.7260  1.0370  5.4969  -0.077
C  4.3513  -0.1288  5.0905  -0.231
C  4.1617  -0.5937  3.8033  0.028
Cl  4.9409  -2.0338  3.3302  0.132
C  3.3194  0.1044  2.8828  -0.308
S  3.1809  -0.4683  1.2896  0.238
H  2.4251  2.6827  4.9537  0.261
H  3.8855  1.4054  6.5032  0.255
H  4.9887  -0.6843  5.7662  0.266
C  -2.2773  -1.5216  4.2993  -0.624
C  -2.7564  -1.2937  2.8724  -0.227
N  -2.0198  -2.1051  1.8882  -0.369
C  -2.6969  -3.3344  1.4190  -0.214
C  -3.6617  -3.0744  0.2743  -0.623
C  -0.8525  -1.7066  1.4055  0.539
C  -0.1717  -2.5594  0.3706  -0.676
N  -0.2537  -0.5879  1.8015  -0.877
H  -2.8611  -0.9118  4.9893  0.241
H  -1.2226  -1.2645  4.4233  0.206
H  -2.4018  -2.5677  4.5841  0.229
H  -2.6944  -0.2421  2.5886  0.200
H  -3.8048  -1.5704  2.7853  0.229
H  -3.2297  -3.7399  2.2777  0.224
H  -1.9499  -4.0728  1.1483  0.219
H  -4.4512  -2.3806  0.5730  0.218
H  -4.1369  -4.0064  -0.0352  0.247
H  -3.1433  -2.6497  -0.5906  0.203
H  0.2048  -3.4712  0.8371  0.262
H  0.6741  -2.0339  -0.0565  0.225
H  -0.8419  -2.8415  -0.4411  0.252
H  -0.7580  -0.0774  2.5124  0.381
C  0.8832  -2.8591  -3.8651  -0.166
C  1.9990  -2.1196  -3.4873  -0.214
C  1.8374  -0.9218  -2.8083  -0.140
C  0.5522  -0.4561  -2.5118  -0.419
C  -0.5642  -1.2038  -2.8847  -0.207
C  -0.3935  -2.4025  -3.5659  -0.191
P  0.3991  1.0727  -1.5704  1.028
C  -1.3282  1.5909  -1.6036  -0.425
C  -1.7578  2.6318  -2.4260  -0.112
C  -3.1037  2.9732  -2.4600  -0.206
C  -4.0207  2.2856  -1.6784  -0.163
C  -3.5961  1.2533  -0.8494  -0.196
C  -2.2535  0.9107  -0.8066  -0.209
C  1.4174  2.3102  -2.3771  -0.321
C  1.5071  2.3519  -3.7696  -0.209
C  2.2538  3.3496  -4.3770  -0.182
C  2.9128  4.2995  -3.6030  -0.160
C  2.8301  4.2579  -2.2186  -0.198
C  2.0811  3.2632  -1.6051  -0.211
H  1.0106  -3.7894  -4.4066  0.240
H  2.9937  -2.4717  -3.7325  0.239
H  2.7094  -0.3388  -2.5271  0.218
H  -1.5624  -0.8384  -2.6746  0.234
H  -1.2599  -2.9728  -3.8787  0.235
H  -1.0522  3.1818  -3.0351  0.223
H  -3.4345  3.7808  -3.1012  0.240
H  -5.0686  2.5559  -1.7123  0.239
H  -4.3140  0.7198  -0.2364  0.225
H  -1.9233  0.1037  -0.1578  0.208
H  1.0039  1.6071  -4.3749  0.231
H  2.3243  3.3856  -5.4570  0.239
H  3.4968  5.0753  -4.0847  0.240
H  3.3481  4.9965  -1.6196  0.236
H  2.0114  3.2340  -0.5238  0.205

Its spin multiplicity is 5. As for the maximum force: 0.58 eV/A. Its relative energy (zero: lowest compared OMol25 entry of this formula, charge and spin) is 5.3 kcal/mol. Its expectation value of S² is 6.033. The gap between HOMO and LUMO (alpha / beta) comes out at 8.7 / 5.6 eV. Its net charge is +2. The value obtained for the LUMO energy (alpha / beta) is -0.184 / -0.322 Eh.

=====

Record 5
This record from OMol25 describes an isolated ion of composition C20H19N2O and charge -1 at a distorted geometry. The level of theory is the ωB97M-V functional and the def2-TZVPD basis.

Each line ends with the natural charge from an NBO analysis.
Atoms and positions in Å:
C  1.6131  0.9878  2.5878  0.127
C  2.6659  1.8086  3.0759  -0.530
C  3.9998  1.3725  3.1693  0.337
N  5.1212  1.0315  3.2014  -0.447
C  2.4539  3.0907  3.6546  0.323
N  2.2186  4.1768  4.0703  -0.447
C  0.2246  1.3664  2.9947  -0.061
C  -0.2539  2.5894  2.5240  -0.162
C  -1.5571  2.9997  2.8105  -0.212
C  -2.3837  2.1546  3.5765  -0.223
C  -1.8959  0.9226  4.0611  -0.225
C  -0.5844  0.5203  3.7541  -0.196
H  1.8608  -0.0665  2.5090  0.215
H  0.3876  3.2222  1.9217  0.238
H  -1.9256  3.9218  2.3775  0.209
H  -3.4335  2.4049  3.7338  0.202
H  -2.5373  0.2385  4.6192  0.204
H  -0.1649  -0.4374  4.0929  0.209
C  -0.1390  -3.3512  -3.3439  -0.594
C  -0.7381  -1.9486  -3.3066  -0.071
C  -0.6485  -1.3466  -4.7147  -0.603
C  -2.2128  -2.0372  -2.9182  -0.595
C  -0.0023  -1.1262  -2.2179  -0.111
C  0.6978  0.0731  -2.4634  -0.216
C  1.2228  0.8200  -1.4187  -0.232
C  1.1102  0.3724  -0.0721  0.337
O  1.5961  1.2003  0.8276  -0.619
C  0.4868  -0.8614  0.1698  -0.344
C  -0.0459  -1.5773  -0.8960  -0.139
H  -0.1645  -3.8276  -2.3625  0.207
H  -0.6916  -3.9946  -4.0314  0.190
H  0.9012  -3.3140  -3.6766  0.209
H  -1.0939  -0.3421  -4.7459  0.210
H  0.3947  -1.2907  -5.0567  0.208
H  -1.2050  -1.9899  -5.4178  0.200
H  -2.6725  -1.0457  -2.9361  0.210
H  -2.7651  -2.6782  -3.6083  0.190
H  -2.3416  -2.4517  -1.9167  0.209
H  0.8302  0.4492  -3.4853  0.198
H  1.7687  1.7483  -1.5927  0.209
H  0.4414  -1.2641  1.1591  0.204
H  -0.5384  -2.5206  -0.7095  0.183

As for the maximum force: 3.17 eV/A. Its relative energy (zero: lowest compared OMol25 entry of this formula, charge and spin) is 0.0 kcal/mol. The gap between HOMO and LUMO comes out at 7.1 eV. Its net charge is -1. The value obtained for the LUMO energy is 0.096 Eh.

=====

Record 6
This record from OMol25 describes a 2-piece molecular cluster, C3H5NO2 overall at a distorted geometry. The level of theory is the ωB97M-V functional and the def2-TZVPD basis.

Each line ends with the natural charge from an NBO analysis.
Atoms and positions in Å:
H  1.0378  1.1379  -0.3175  0.309
N  0.1863  1.6426  -0.5730  -0.769
C  -0.5135  0.9142  -1.3521  0.440
O  -0.4967  -0.3417  -1.6251  -0.701
H  -1.3550  1.3752  -1.8406  0.130
H  -0.0652  -0.7997  -0.6283  0.454
C  0.4766  -1.1084  0.7897  -0.922
C  -0.1610  -0.1652  1.5367  0.856
O  -0.8122  0.3998  2.3029  -0.378
H  0.1654  -2.1128  1.0538  0.294
H  1.5375  -0.9419  0.6535  0.288

As for the maximum force: 3.73 eV/A. Its relative energy (zero: lowest compared OMol25 entry of this formula, charge and spin) is 69.4 kcal/mol. The gap between HOMO and LUMO comes out at 9.7 eV. Its net charge is 0. The value obtained for the LUMO energy is -0.001 Eh. Its SMILES is [H]/N=C\O.C=C=O.

=====

Total energy, respectively: -102224.9991; -7423.3841; -38673.2898; -82772.3302; -26076.5240; -8774.6865 eV.